{"formula": "C36H96O36S12", "method": "the ωB97M-V functional and the def2-TZVPD basis", "e_lumo_ev": 0.035, "spin_multiplicity": 1, "total_energy_ev": -242615.7870, "charge": 0, "orbital_gap_ev": 10.43, "e_homo_ha": -0.382, "mol_weight_da": 1489.93, "smiles": "CCOS(C)(=O)=O.CCOS(C)(=O)=O.CCOS(C)(=O)=O.CCOS(C)(=O)=O.CCOS(C)(=O)=O.CCOS(C)(=O)=O.CCOS(C)(=O)=O.CCOS(C)(=O)=O.CCOS(C)(=O)=O.CCOS(C)(=O)=O.CCOS(C)(=O)=O.CCOS(C)(=O)=O", "elements": ["C", "C", "O", "S", "C", "O", "O", "H", "H", "H", "H", "H", "H", "H", "H", "C", "C", "O", "S", "C", "O", "O", "H", "H", "H", "H", "H", "H", "H", "H", "C", "C", "O", "S", "C", "O", "O", "H", "H", "H", "H", "H", "H", "H", "H", "C", "C", "O", "S", "C", "O", "O", "H", "H", "H", "H", "H", "H", "H", "H", "C", "C", "O", "S", "C", "O", "O", "H", "H", "H", "H", "H", "H", "H", "H", "C", "C", "O", "S", "C", "O", "O", "H", "H", "H", "H", "H", "H", "H", "H", "C", "C", "O", "S", "C", "O", "O", "H", "H", "H", "H", "H", "H", "H", "H", "C", "C", "O", "S", "C", "O", "O", "H", "H", "H", "H", "H", "H", "H", "H", "C", "C", "O", "S", "C", "O", "O", "H", "H", "H", "H", "H", "H", "H", "H", "C", "C", "O", "S", "C", "O", "O", "H", "H", "H", "H", "H", "H", "H", "H", "C", "C", "O", "S", "C", "O", "O", "H", "H", "H", "H", "H", "H", "H", "H", "C", "C", "O", "S", "C", "O", "O", "H", "H", "H", "H", "H", "H", "H", "H"], "xyz": [[0.2926, -5.3822, -1.5132], [-0.0216, -4.4233, -0.3521], [-0.7872, -5.2375, 0.5627], [-0.2633, -5.3441, 2.0551], [-0.9423, -3.8817, 2.7641], [-0.9079, -6.4727, 2.6775], [1.1801, -5.2550, 2.1365], [0.5410, -6.3604, -1.1039], [1.1328, -5.0618, -2.1256], [-0.5662, -5.5260, -2.1687], [0.8972, -4.0579, 0.1071], [-0.6083, -3.5247, -0.5422], [-0.6405, -3.9524, 3.8083], [-2.0248, -4.0087, 2.7378], [-0.6365, -2.9821, 2.2385], [3.5625, 1.8235, 4.3480], [3.3244, 2.5861, 3.0299], [4.3367, 3.5944, 2.8585], [4.2673, 4.5384, 1.5396], [3.0921, 5.8069, 2.1639], [5.5514, 5.2174, 1.4279], [3.6898, 3.8465, 0.3847], [3.3794, 2.5071, 5.1766], [4.5583, 1.3931, 4.3342], [2.7417, 1.1062, 4.3665], [3.4073, 1.8867, 2.1954], [2.3063, 2.9710, 2.9367], [3.6770, 6.3005, 2.9363], [2.2005, 5.3754, 2.6133], [2.8390, 6.4510, 1.3263], [-3.1185, 3.7646, 1.0388], [-3.9962, 2.4900, 1.0568], [-5.2694, 2.6387, 1.6718], [-6.5432, 3.3790, 0.9747], [-6.2904, 5.0914, 1.5996], [-6.3960, 3.3910, -0.4677], [-7.6860, 2.7616, 1.5898], [-2.9186, 4.0837, 2.0613], [-3.5518, 4.5700, 0.4455], [-2.1697, 3.4989, 0.5735], [-4.0574, 2.0627, 0.0557], [-3.4425, 1.8456, 1.7385], [-5.3501, 5.4673, 1.2078], [-6.2495, 5.0287, 2.6847], [-7.1401, 5.6951, 1.2883], [-7.4568, -0.6303, -0.7016], [-6.1469, -1.2773, -0.2699], [-6.3623, -1.9840, 0.9770], [-4.9976, -2.5485, 1.7108], [-5.8064, -2.9016, 3.3029], [-4.6654, -3.8006, 1.0777], [-3.9977, -1.5221, 1.8598], [-7.7958, -0.0176, 0.1372], [-8.2594, -1.3638, -0.7981], [-7.3603, -0.0423, -1.6102], [-5.8414, -2.0397, -0.9868], [-5.4711, -0.4673, 0.0105], [-5.3628, -3.8212, 3.6851], [-6.8844, -2.9735, 3.2181], [-5.4627, -2.1554, 4.0181], [-6.3867, -7.9571, -4.2730], [-5.2397, -7.8618, -3.2964], [-5.0347, -6.4998, -3.0024], [-3.5038, -6.0764, -2.5891], [-3.8161, -4.3690, -2.1168], [-3.0554, -6.8273, -1.4506], [-2.6979, -6.0744, -3.7995], [-6.5687, -9.0031, -4.5145], [-6.0807, -7.4640, -5.1991], [-7.2456, -7.3892, -3.9194], [-5.4524, -8.3959, -2.3624], [-4.3422, -8.3741, -3.6580], [-3.1410, -4.0676, -1.3199], [-4.8402, -4.3311, -1.7536], [-3.6304, -3.8211, -3.0373], [4.9338, -5.3912, 0.3196], [3.9443, -4.3815, -0.2222], [4.3032, -4.1999, -1.5843], [3.4821, -3.1381, -2.4827], [4.7141, -1.8322, -2.3475], [3.5127, -3.6354, -3.8410], [2.2277, -2.8589, -1.8193], [4.7903, -5.6252, 1.3737], [5.9629, -5.0582, 0.1820], [4.7732, -6.3104, -0.2466], [2.9481, -4.8195, -0.1446], [3.9952, -3.4690, 0.3791], [5.6300, -2.2481, -2.7620], [4.8726, -1.5009, -1.3248], [4.4107, -1.0112, -2.9947], [5.4489, 1.8405, -1.9979], [6.1450, 2.9830, -1.2608], [7.4271, 3.3865, -1.7207], [8.7295, 2.4889, -1.3720], [9.6575, 2.9238, -2.8554], [9.4393, 3.0661, -0.2396], [8.3838, 1.0894, -1.3398], [5.9808, 0.8943, -1.9234], [5.3061, 2.1004, -3.0501], [4.4288, 1.7271, -1.6297], [5.4450, 3.8114, -1.3483], [6.2603, 2.7931, -0.1914], [9.6587, 4.0044, -2.9487], [9.1967, 2.3501, -3.6568], [10.6689, 2.5400, -2.7312], [-4.2677, 6.1787, -2.2314], [-4.1628, 5.1075, -3.2848], [-3.5674, 3.9444, -2.6982], [-3.6905, 2.5136, -3.4778], [-5.4583, 2.1599, -3.2641], [-3.3898, 2.6852, -4.8845], [-3.0114, 1.5604, -2.6288], [-3.3869, 6.2961, -1.6025], [-5.1466, 6.0524, -1.5955], [-4.4342, 7.1350, -2.7323], [-5.1226, 4.8831, -3.7481], [-3.4562, 5.4833, -4.0283], [-5.6030, 1.7738, -2.2590], [-5.5912, 1.3704, -4.0020], [-6.0258, 3.0737, -3.4016], [-0.1382, 3.4920, -1.1001], [0.7498, 3.3387, -2.3075], [1.4716, 2.1099, -2.2033], [1.6315, 1.3239, -3.6485], [0.0020, 0.5788, -3.7978], [1.7924, 2.3378, -4.6645], [2.6276, 0.2799, -3.5141], [-0.8995, 2.7117, -1.0798], [-0.5703, 4.4869, -1.0085], [0.4809, 3.3420, -0.2091], [0.1019, 3.3639, -3.1875], [1.4002, 4.2072, -2.4175], [-0.1954, 0.2892, -4.8294], [-0.7976, 1.3006, -3.6291], [-0.0810, -0.2410, -3.0899], [-1.8688, -1.0488, -0.9386], [-1.1682, -0.1786, 0.0551], [-0.2207, -1.0856, 0.6224], [1.0562, -0.4477, 1.4435], [2.1173, -0.0954, -0.0359], [0.6439, 0.8175, 2.0346], [1.5959, -1.5464, 2.2161], [-2.5171, -0.5038, -1.6299], [-2.5280, -1.8194, -0.5391], [-1.1022, -1.4649, -1.5959], [-0.6472, 0.6072, -0.4989], [-1.8674, 0.2408, 0.7792], [2.5312, 0.9100, -0.0421], [1.6137, -0.3599, -0.9617], [2.9563, -0.7894, 0.0189], [-1.7899, 0.9233, 4.1315], [-2.1904, 2.1168, 4.9694], [-3.4078, 2.6863, 4.4914], [-3.9111, 4.0818, 5.2001], [-4.0716, 3.5180, 6.9640], [-2.8408, 5.0408, 5.1778], [-5.1679, 4.4403, 4.5965], [-0.8498, 0.5149, 4.4992], [-1.5902, 1.2824, 3.1210], [-2.5506, 0.1457, 4.0648], [-2.2703, 1.8320, 6.0209], [-1.3868, 2.8538, 4.8915], [-4.2813, 4.4154, 7.5448], [-3.1029, 3.1812, 7.3210], [-4.8911, 2.8071, 6.9965], [8.1394, -3.0665, -0.9402], [7.8547, -2.4213, 0.4242], [6.8058, -1.4780, 0.2158], [6.2483, -0.6250, 1.4887], [7.8067, 0.0840, 2.1453], [5.4164, 0.4236, 0.9611], [5.7191, -1.4714, 2.5450], [9.0732, -3.6200, -0.9740], [8.2812, -2.2128, -1.6110], [7.2464, -3.5501, -1.3322], [7.6090, -3.1437, 1.2068], [8.7438, -1.9173, 0.8107], [7.5529, 0.9962, 2.6762], [8.4363, 0.2925, 1.2786], [8.3433, -0.6691, 2.7163]], "lowdin_charge": [-0.03, -0.24, -0.26, 0.58, -0.11, -0.28, -0.29, 0.09, 0.06, 0.06, 0.08, 0.09, 0.08, 0.06, 0.04, -0.03, -0.28, -0.26, 0.65, -0.10, -0.28, -0.30, 0.08, 0.08, 0.08, 0.09, 0.11, 0.07, 0.06, 0.07, -0.03, -0.24, -0.26, 0.63, -0.08, -0.31, -0.27, 0.08, 0.06, 0.05, 0.10, 0.10, 0.05, 0.04, 0.07, -0.05, -0.25, -0.28, 0.63, -0.09, -0.28, -0.29, 0.08, 0.08, 0.07, 0.11, 0.11, 0.07, 0.07, 0.06, -0.07, -0.31, -0.27, 0.63, -0.10, -0.27, -0.30, 0.08, 0.08, 0.08, 0.12, 0.12, 0.05, 0.06, 0.07, -0.05, -0.27, -0.27, 0.63, -0.10, -0.27, -0.29, 0.09, 0.06, 0.09, 0.10, 0.12, 0.07, 0.05, 0.04, -0.06, -0.27, -0.25, 0.63, -0.11, -0.30, -0.29, 0.05, 0.09, 0.06, 0.11, 0.10, 0.07, 0.07, 0.07, -0.06, -0.27, -0.27, 0.63, -0.09, -0.27, -0.31, 0.08, 0.07, 0.08, 0.11, 0.12, 0.04, 0.07, 0.06, -0.07, -0.28, -0.26, 0.65, -0.09, -0.28, -0.28, 0.05, 0.09, 0.08, 0.11, 0.13, 0.09, 0.04, 0.05, -0.07, -0.25, -0.29, 0.67, -0.07, -0.31, -0.27, 0.06, 0.06, 0.08, 0.10, 0.11, 0.06, 0.04, 0.05, -0.05, -0.28, -0.26, 0.64, -0.09, -0.29, -0.28, 0.09, 0.05, 0.08, 0.10, 0.12, 0.07, 0.05, 0.07, -0.04, -0.27, -0.28, 0.62, -0.09, -0.28, -0.29, 0.08, 0.08, 0.06, 0.12, 0.11, 0.07, 0.05, 0.07]}

---

{"formula": "C17H17Cl2O10PRuS4", "method": "the ωB97M-V functional and the def2-TZVPD basis", "e_lumo_ev": 4.395, "spin_multiplicity": 1, "total_energy_ev": -118640.5650, "charge": -2, "orbital_gap_ev": 5.55, "e_homo_ha": -0.042, "mol_weight_da": 712.53, "elements": ["Ru", "Cl", "C", "C", "C", "Cl", "C", "O", "C", "C", "O", "C", "H", "H", "H", "O", "S", "O", "O", "C", "C", "C", "C", "C", "C", "S", "O", "O", "O", "H", "H", "H", "H", "C", "C", "O", "P", "S", "S", "O", "C", "C", "H", "H", "H", "H", "H", "H", "H", "H", "H", "H"], "xyz": [[0.6340, 0.2847, -0.1235], [-2.9537, 3.6325, 5.3973], [-1.7815, 2.8714, 4.3259], [-0.7966, 3.6533, 3.7333], [0.1114, 3.0694, 2.8925], [1.3078, 4.0785, 2.1320], [0.1289, 1.6697, 2.5649], [1.0240, 1.2645, 1.7524], [-0.8929, 0.9121, 3.2419], [-1.0883, -0.5319, 3.0649], [-0.3210, -1.3076, 2.5516], [-1.8339, 1.5278, 4.0704], [-0.7632, 4.7199, 3.9087], [-2.0303, -0.9063, 3.5264], [-2.6083, 0.9189, 4.5240], [-2.7579, 2.6182, 0.4833], [-1.8951, 1.7148, -0.2353], [-1.8175, 0.3639, 0.3257], [-0.5190, 2.1871, -0.4752], [-2.6992, 1.4939, -1.8423], [-3.8975, 2.1818, -1.9890], [-4.6871, 2.0319, -3.1205], [-4.2820, 1.1705, -4.1219], [-3.0845, 0.4814, -3.9900], [-2.2777, 0.6304, -2.8692], [-0.7271, -0.3023, -2.9071], [-0.7661, -1.2103, -1.7625], [-0.7410, -0.9705, -4.1972], [0.3282, 0.6854, -2.7381], [-4.2051, 2.8310, -1.1818], [-5.6177, 2.5811, -3.2054], [-4.8886, 1.0307, -5.0095], [-2.7418, -0.1877, -4.7662], [1.6921, -3.2561, -2.6242], [2.6395, -2.1355, -2.2616], [3.0284, -2.2335, -0.8756], [2.3086, -1.3400, 0.2751], [2.6072, 1.2370, -0.6787], [3.7666, 0.1263, 0.7002], [2.4361, -2.3619, 1.5177], [3.6198, -2.5856, 2.2670], [4.6960, -3.3212, 1.4898], [1.3936, -3.1753, -3.6712], [0.7842, -3.2077, -2.0282], [2.1762, -4.2236, -2.4594], [2.2327, -1.1431, -2.4619], [3.5719, -2.2441, -2.8212], [3.3012, -3.1763, 3.1289], [3.9903, -1.6263, 2.6406], [4.2908, -4.2332, 1.0491], [5.5138, -3.5859, 2.1669], [5.0911, -2.7022, 0.6861]], "lowdin_charge": [0.73, 0.56, -0.68, -0.15, -0.57, 0.68, -0.39, -0.27, -0.13, -0.26, 0.03, -0.10, 0.09, 0.11, 0.10, -0.31, 0.48, -0.36, -0.40, -0.20, -0.07, -0.10, -0.10, -0.07, -0.20, 0.42, -0.38, -0.36, -0.39, 0.10, 0.09, 0.09, 0.10, -0.09, -0.29, -0.37, 0.46, 0.07, 0.16, -0.35, -0.34, -0.10, 0.07, 0.06, 0.07, 0.07, 0.11, 0.11, 0.07, 0.07, 0.07, 0.05]}